Formula: C25H50FNO20P
Source: OMol25
Level of theory: ωB97M-V/def2-TZVPD

```
98
Properties=species:S:1:pos:R:3:mulliken_charge:R:1
P 2.26 0.96 0.62 0.03
F 6.21 0.18 2.57 -0.34
O 2.85 -1.03 6.87 -0.30
O -5.99 3.98 1.50 -0.29
O -10.77 -0.64 0.43 -0.33
O -8.61 0.03 0.84 -0.54
O 8.47 1.76 -4.44 -0.33
O -4.13 3.68 -2.23 -0.29
O 2.32 -2.37 5.21 -0.29
O 0.70 -5.35 -4.19 -0.53
O 1.82 -6.67 -2.67 -0.32
O -4.54 1.53 -2.47 -0.29
O -10.36 1.50 0.67 -0.32
O 1.67 -2.38 -1.90 -0.77
O 6.36 1.47 -4.96 -0.33
O -2.38 2.20 -2.06 -0.55
O 1.75 -7.31 -4.77 -0.32
O -5.46 5.32 3.16 -0.32
O -4.13 3.49 2.76 -0.54
O 4.17 -2.87 6.47 -0.56
O 1.51 -2.46 0.49 -0.63
O 6.87 2.55 -2.99 -0.55
N 2.87 0.16 -1.96 -0.56
C 4.98 1.64 -4.65 -0.37
C 2.57 -3.54 4.43 -0.61
C 7.20 1.98 -4.03 0.80
C -3.56 2.45 -2.24 0.81
C 4.45 -0.87 -0.26 -0.98
C 3.71 -0.69 7.95 -0.63
C -4.08 0.18 -2.51 -0.67
C -3.21 4.75 -1.99 -0.65
C 1.11 2.21 -0.25 -0.79
C -4.60 5.67 4.24 -0.62
C 6.29 -0.96 1.63 -0.23
C 1.36 -6.34 -3.91 0.74
C -9.80 0.27 0.66 0.76
C 3.21 -2.16 6.21 0.78
C -5.09 4.19 2.50 0.74
C 1.97 -1.79 -0.56 -0.03
C 2.88 -0.42 -0.54 0.80
C 1.34 -7.09 -6.12 -0.61
C 1.33 0.29 2.15 -0.53
C -5.73 2.82 0.72 -0.42
C 1.48 -5.73 -1.65 -0.41
C 9.48 2.24 -3.55 -0.60
C -10.32 -1.99 0.39 -0.60
C 4.71 -1.39 1.28 0.28
C -9.45 2.57 0.91 -0.50
H -3.58 5.86 3.88 0.29
H -8.69 2.61 0.12 0.16
H -9.59 -2.13 -0.42 0.29
H 1.72 2.88 -0.99 0.32
H 1.83 -0.64 2.66 -0.05
H -3.36 0.04 -3.32 0.31
H 1.91 -4.75 -1.87 0.19
H 9.40 1.75 -2.57 0.28
H 3.17 1.17 -1.84 0.20
H -8.98 2.47 1.89 0.30
H -4.94 -0.46 -2.70 0.21
H 1.90 0.19 -2.36 0.22
H 3.98 -0.91 2.06 -0.16
H 2.53 -4.44 5.05 0.37
H -10.01 3.51 0.89 0.28
H 4.72 1.12 -3.72 0.08
H 6.93 -1.87 2.01 0.23
H 0.39 -5.66 -1.54 0.26
H 5.11 0.04 -0.59 0.28
H 4.71 -1.77 -1.00 0.28
H 4.72 -0.49 7.59 0.28
H -2.45 4.79 -2.78 0.30
H 4.71 -2.57 1.31 0.25
H -9.88 -2.28 1.36 0.29
H 3.70 -1.47 8.71 0.28
H -11.18 -2.63 0.20 0.21
H 1.89 -6.09 -0.71 0.21
H 1.80 -3.61 3.66 0.21
H 1.21 1.19 2.91 0.30
H 4.40 1.19 -5.47 0.24
H -4.76 2.90 0.22 0.14
H 3.55 -3.46 3.93 0.24
H -6.51 2.75 -0.05 0.12
H 4.72 2.70 -4.59 0.28
H 1.76 -6.17 -6.52 0.29
H 10.45 2.01 -3.98 0.21
H 0.19 1.66 -0.73 0.17
H 6.82 -0.55 0.65 0.19
H -2.74 4.64 -1.01 0.29
H -4.98 6.59 4.70 0.22
H 3.32 0.23 8.41 0.22
H 0.23 0.01 1.78 0.25
H 1.71 -7.93 -6.73 0.21
H -4.60 4.88 5.00 0.29
H 9.40 3.33 -3.44 0.28
H -5.78 1.92 1.34 0.38
H 0.24 -7.08 -6.19 0.28
H -3.77 5.68 -2.01 0.23
H 0.66 2.90 0.61 0.30
H -3.65 -0.10 -1.54 0.31
```

Values from the calculation:
HOMO-LUMO gap = 6.02 eV
total charge = -1

Formula: C25H50MgN2P2
Source: OMol25
Level of theory: ωB97M-V/def2-TZVPD

```
80
Properties=species:S:1:pos:R:3:mulliken_charge:R:1
P -0.31 0.41 1.74 -1.80
P 2.23 -1.73 -1.65 0.60
Mg -0.22 -1.34 -1.16 0.08
N -1.80 -1.70 -2.04 0.79
N -0.38 -0.32 0.38 0.66
C 0.85 2.83 -3.73 -0.98
C 0.34 0.34 -2.51 0.29
C 1.56 0.91 3.83 -2.09
C -0.33 2.27 1.31 2.33
C 2.80 -0.06 -2.29 -1.93
C -2.48 -2.75 -1.20 -0.76
C 1.63 0.80 -2.67 0.89
C -3.08 0.55 2.24 -1.64
C 3.91 -2.20 -1.09 -1.50
C -2.15 0.71 -2.83 -1.80
C -1.40 2.58 0.26 -2.06
C 2.49 0.03 1.66 -2.20
C 1.31 -0.06 2.64 2.66
C 1.01 2.67 0.67 -1.74
C -1.97 -1.64 2.80 -1.48
C -1.80 -0.11 2.79 2.42
C 1.20 -1.51 3.16 -1.62
C -2.54 -0.42 -1.85 0.64
C -1.60 0.36 4.25 -2.35
C -0.58 3.07 2.58 -2.18
C -0.72 1.14 -2.95 0.76
C -0.47 2.39 -3.56 -0.83
C 2.47 -2.63 -3.58 -1.02
C 1.92 2.05 -3.27 -0.55
C -1.72 -2.13 -3.43 -1.13
H 2.19 -1.84 3.47 0.63
H 1.26 1.98 -0.15 0.23
H -3.03 -1.86 3.02 0.50
H 3.37 0.31 -1.43 0.67
H 2.90 1.05 1.56 0.14
H 1.03 3.78 -4.24 0.35
H 2.43 0.57 4.39 0.54
H -2.43 2.51 0.64 0.30
H -3.13 1.63 2.46 0.29
H -0.52 4.13 2.32 0.55
H -0.82 -0.21 4.74 0.35
H 2.98 2.34 -3.38 0.46
H -1.36 -3.17 -3.38 0.33
H 1.80 1.92 3.49 0.34
H -3.61 -0.64 -1.87 0.57
H -2.74 1.56 -2.51 0.62
H -2.30 -0.07 -0.83 -1.02
H 4.53 -2.58 -1.92 0.53
H -2.54 0.13 4.79 0.59
H -1.02 -2.64 1.06 0.49
H 0.16 2.89 3.35 0.33
H 0.86 -2.18 2.36 0.15
H -1.44 1.42 4.33 0.33
H -2.23 -2.63 -0.15 0.18
H 2.46 -3.17 -2.51 0.22
H 0.72 0.93 4.54 0.31
H -1.34 2.93 -3.97 0.39
H 1.83 -1.77 -3.91 0.26
H 2.00 -3.54 -4.03 0.40
H -1.24 3.59 -0.12 0.58
H -2.68 -2.07 -3.94 0.26
H 4.37 -1.32 -0.63 0.33
H -3.94 0.09 2.73 0.67
H -0.95 -1.57 -3.95 0.36
H 3.78 -3.02 -0.37 0.38
H -3.57 -2.68 -1.30 0.35
H -1.29 1.90 -0.60 0.54
H -3.18 0.37 1.16 0.00
H -2.54 0.41 -3.81 0.62
H 3.49 -2.48 -3.97 0.30
H 1.83 2.74 1.40 0.24
H -2.07 -3.77 -1.43 0.18
H 2.18 -0.34 0.68 0.42
H -1.58 2.90 2.97 0.33
H 3.31 -0.63 2.02 0.62
H 0.87 3.67 0.22 0.61
H 0.53 -1.60 4.02 0.22
H -1.34 -2.12 3.55 0.32
H -1.70 -2.10 1.76 -0.50
H 3.51 -0.22 -3.11 0.69
```

Values from the calculation:
HOMO-LUMO gap (spin up / spin down) = 6.79 / 4.73 eV
ΔE to the lowest compared entry with this formula, charge and spin = 147.2 kcal per mole

Formula: C25H50NO15
Source: OMol25
Level of theory: ωB97M-V/def2-TZVPD

```
91
Properties=species:S:1:pos:R:3:mulliken_charge:R:1
O -0.40 -4.55 -3.64 -0.33
O 0.70 5.85 2.09 -0.23
O 4.58 6.67 1.92 -0.53
O 0.65 4.95 4.04 -0.15
O -2.47 -2.56 0.26 -0.39
O 1.43 -1.81 3.79 -0.76
O -0.16 -2.46 -4.45 -0.55
O -0.03 -2.22 2.09 -0.39
O -1.62 -4.06 -10.28 -0.53
O 0.03 -4.30 -5.74 -0.34
O 6.80 6.76 2.31 -0.34
O -1.56 -4.42 -12.51 -0.33
O 5.45 7.58 3.79 -0.34
O -1.99 -6.09 -11.20 -0.32
O 0.74 7.20 3.90 -0.60
N 0.81 0.43 1.31 -0.23
C -2.00 -4.24 3.03 -0.43
C 0.80 7.01 1.26 -0.60
C -0.18 -3.65 -4.59 0.74
C 1.00 -1.67 2.61 0.47
C -0.24 1.21 3.46 -0.50
C -1.64 0.79 3.06 0.78
C 7.00 6.10 1.06 -0.62
C 0.64 5.06 5.46 -0.73
C 0.28 -3.45 -6.85 -0.62
C -2.38 0.00 4.13 -1.37
C -1.71 -4.79 -11.23 0.82
C -2.75 -2.29 1.63 1.20
C -1.65 -3.72 4.44 -0.80
C -2.18 -6.61 -9.88 -0.59
C -2.35 -2.47 5.00 -1.17
C -1.57 -1.16 4.77 0.21
C -2.02 -1.42 -0.43 -0.92
C 4.12 7.84 4.23 -0.45
C 0.70 6.11 3.39 0.77
C 5.51 6.97 2.61 0.79
C -0.64 -4.00 -2.33 -0.50
C 1.70 -0.67 1.68 -0.89
C 0.70 1.50 2.28 -1.18
C -3.16 -3.59 2.30 -1.44
C -1.26 -3.04 -12.68 -0.62
H 4.19 8.34 5.19 0.28
H -1.51 -3.36 -2.34 0.24
H 2.62 -0.30 2.11 0.41
H -1.16 -2.88 -13.75 0.21
H 1.55 5.55 5.82 0.28
H -1.25 -0.79 5.74 0.80
H -3.33 -0.35 3.75 0.43
H -2.22 1.70 2.88 0.56
H 0.23 -3.44 -1.99 0.31
H -1.27 -6.49 -9.29 0.28
H 1.96 -1.20 0.77 0.29
H 0.35 2.39 1.77 0.33
H -2.39 -7.67 -10.00 0.21
H -2.23 -5.30 3.12 0.58
H -4.04 -3.48 2.91 0.40
H 3.56 6.91 4.35 0.13
H 0.43 -4.10 -7.71 0.17
H 1.68 1.72 2.70 0.49
H 1.73 7.54 1.45 0.22
H -0.58 -3.50 4.43 0.27
H -0.94 -1.44 -0.56 0.25
H -1.66 0.24 2.12 -0.93
H 3.60 8.49 3.52 0.27
H -1.14 -4.20 2.38 0.15
H -1.79 -4.53 5.15 0.43
H -3.55 -1.55 1.69 0.43
H 0.25 0.49 4.12 0.33
H -0.81 -4.84 -1.67 0.26
H -2.06 -2.41 -12.30 0.29
H -0.23 5.62 5.80 0.35
H -0.05 7.67 1.42 0.29
H 6.53 5.12 1.06 0.30
H -2.62 0.70 4.93 0.48
H -3.46 -4.26 1.49 0.52
H -3.01 -6.12 -9.39 0.29
H -0.32 2.14 4.04 0.32
H -0.09 0.06 1.05 0.05
H 0.79 6.65 0.24 0.22
H -0.32 -2.78 -12.19 0.29
H -3.39 -2.36 4.70 0.45
H -2.27 -0.50 0.10 0.38
H 0.60 4.05 5.85 0.21
H -1.84 -1.94 2.11 -0.86
H 8.08 5.99 0.95 0.21
H 1.18 -2.86 -6.69 0.31
H -2.38 -2.62 6.07 0.41
H -2.47 -1.36 -1.41 0.37
H 6.61 6.70 0.24 0.28
H -0.57 -2.79 -7.04 0.30
H -0.68 -1.36 4.19 -0.56
```

Values from the calculation:
HOMO-LUMO gap = 6.13 eV
total charge = -1

no.,total energy (eV)
1,-81178.9300
2,-53730.8748
3,-58939.5444